Below is a structure of composition C27H47AlNO8Sb, with properties calculated with wB97M-V/def2-TZVPD.

The value obtained for the HOMO energy is -13.35 eV. As for the charge: +2. For the electronic energy, the calculation gives -59748.5609 eV. Its frontier orbital gap is 0.279 Eh.

Element x y z (Å)
Al: -0.4835 -0.5005 0.4927
C: -2.7052 -1.7736 -0.5972
C: -3.2066 -0.8827 0.5451
O: -2.1706 0.1073 0.9337
C: -2.2977 0.6666 2.3037
C: -0.8892 0.7039 2.9303
O: 0.1547 0.4656 1.9589
C: 1.4171 -0.1458 2.4417
C: 1.9633 -1.2217 1.4897
O: 1.1929 -1.2447 0.2236
C: 1.0449 -2.5352 -0.5037
C: -0.4632 -2.8075 -0.8229
O: -1.2461 -1.5693 -0.8572
H: -3.2108 -1.4889 -1.5414
H: -2.8519 -2.8327 -0.3643
H: -3.3670 -1.5356 1.4316
H: -4.0879 -0.3030 0.2812
H: -2.9698 0.0031 2.8726
H: -2.7201 1.6644 2.1783
H: -0.8087 -0.0630 3.7122
H: -0.6974 1.6687 3.3852
H: 1.1445 -0.6308 3.3935
H: 2.1573 0.6446 2.6361
H: 1.9257 -2.2202 1.9425
H: 3.0119 -1.0017 1.2141
H: 1.4871 -3.3897 0.0600
H: 1.6276 -2.4623 -1.4404
H: -0.8747 -3.4332 -0.0376
H: -0.5583 -3.3161 -1.7885
C: 2.3308 0.2067 -3.3637
C: 2.4532 1.6563 -2.8680
C: 3.3454 1.7855 -1.6614
C: 2.7770 2.6061 -3.9876
Sb: 0.2479 1.9375 -1.9472
C: 0.1555 4.0087 -0.7699
C: 0.8760 5.0335 -1.6071
C: -1.3174 4.2986 -0.5772
C: 0.8437 3.6951 0.5279
C: -1.4429 1.6755 -3.5825
C: -1.0621 2.7099 -4.6541
C: -2.7251 2.0058 -2.8433
C: -1.3210 0.2309 -3.9987
H: 3.2906 -0.2543 -3.5787
H: 1.7154 0.2131 -4.3023
H: 1.7961 -0.4404 -2.6335
H: 4.3701 1.5294 -2.0219
H: 3.0525 1.1002 -0.8597
H: 3.3883 2.8058 -1.2660
H: 3.8206 2.4444 -4.3275
H: 2.6572 3.6534 -3.6919
H: 2.1649 2.4555 -4.8975
H: 0.4950 5.0952 -2.6292
H: 1.9696 4.8386 -1.6822
H: 0.7655 6.0158 -1.1694
H: -1.8520 4.5196 -1.5187
H: -1.4402 5.1387 0.1092
H: -1.8008 3.4410 -0.1325
H: 1.9014 3.3872 0.3788
H: 0.3425 2.8962 1.0798
H: 0.9232 4.5832 1.1018
H: -0.9868 3.7556 -4.2704
H: -1.7859 2.6469 -5.4500
H: -0.1077 2.4871 -5.1148
H: -2.7864 3.0776 -2.6232
H: -2.9005 1.4668 -1.8983
H: -3.5779 1.7843 -3.4913
H: -0.5094 0.1195 -4.7333
H: -2.2322 -0.0860 -4.4687
H: -1.1373 -0.4536 -3.1422
O: -2.6136 -2.5304 3.0666
C: -1.4271 -2.7357 2.7134
O: -0.8022 -2.0702 1.7878
C: -0.7324 -3.7948 3.4892
C: 0.5149 -4.2491 3.0621
C: 1.3674 -4.9092 3.9288
C: 0.8615 -5.2569 5.1804
C: -0.4051 -4.8540 5.6396
C: -1.2489 -4.1771 4.7830
N: 1.8172 -5.7892 6.1460
O: 2.9343 -6.0665 5.7256
O: 1.3621 -5.9088 7.2606
H: 0.7715 -4.1052 2.0018
H: 2.3648 -5.1867 3.6455
H: -0.7221 -5.0646 6.6545
H: -2.2576 -3.9388 5.0081

***

Below is an isolated molecule of C5H11F, with properties calculated with wB97M-V/def2-TZVPD.

The value obtained for the HOMO energy is -11.07 eV. Its relative energy (zero: lowest compared OMol25 entry of this formula, charge and spin) is 63.6 kJ/mol. Its SMILES is CCC[C@@H](C)F. For the electronic energy, the calculation gives -8080.3535 eV. Its frontier orbital gap is 0.448 Eh.

Element x y z (Å)
C: -1.6903 1.4247 -1.1796
C: -0.6193 0.8426 -0.2030
C: 0.3950 -0.1822 -0.7117
C: 1.3640 -0.5646 0.4051
C: 0.7739 -1.3483 1.4899
F: 2.3507 -1.4073 -0.1102
H: -2.3165 0.5796 -1.5120
H: -2.4225 2.0397 -0.6209
H: -1.3059 1.8834 -2.0940
H: -0.0832 1.6412 0.2697
H: -1.1081 0.2329 0.5548
H: 0.0648 -1.1804 -1.0275
H: 1.0030 0.2391 -1.4561
H: 1.7007 0.4151 0.8656
H: 0.5903 -2.3928 1.2525
H: 1.4414 -1.2567 2.3073
H: -0.1380 -0.9660 1.7699

***

Below is an isolated molecule of C3H11N3O, with properties calculated with wB97M-V/def2-TZVPD.

The value obtained for the HOMO energy is -8.19 eV. Its relative energy (zero: lowest compared OMol25 entry of this formula, charge and spin) is 271.6 kJ/mol. Its SMILES is CC(C)(O)N(N)N. For the electronic energy, the calculation gives -9805.1867 eV. Its frontier orbital gap is 0.337 Eh.

Element x y z (Å)
C: -0.5073 -1.3807 -0.8500
C: 0.4884 -0.3691 -0.3025
C: 1.3501 -0.9063 0.8165
O: 1.3093 0.0781 -1.3621
N: -0.2111 0.9344 0.3998
N: -1.2220 0.5610 1.3191
N: -0.8255 1.8178 -0.5369
H: -1.1710 -1.7485 -0.0622
H: -1.1105 -0.9395 -1.6497
H: 0.0211 -2.2397 -1.2812
H: 0.7976 -1.4865 1.5596
H: 2.1900 -1.4989 0.4399
H: 1.6702 0.0423 1.3427
H: 1.8201 0.8116 -0.9825
H: -2.0881 0.3851 0.8054
H: -1.4384 1.3448 1.9357
H: -0.2836 1.8174 -1.4060
H: -0.7894 2.7766 -0.1856

***

Below is an isolated molecule of C15H29N3O3, with properties calculated with wB97M-V/def2-TZVPD.

The value obtained for the HOMO energy is -9.37 eV. Its relative energy (zero: lowest compared OMol25 entry of this formula, charge and spin) is 23.6 kJ/mol. Its SMILES is CC[C@@H](C)[C@@H](NC(=O)[C@@H](CC(C)C)NC(C)=O)C(=O)NC. For the electronic energy, the calculation gives -26639.8307 eV. Its frontier orbital gap is 0.369 Eh.

Element x y z (Å)
C: -3.8170 -0.4156 -3.4115
C: -2.9952 0.8503 -3.1390
C: -1.4814 0.5976 -2.8927
C: -0.6145 1.8193 -3.2652
C: -1.3650 0.0611 -1.4330
N: -0.0966 -0.6301 -1.2748
C: 0.2011 -1.1733 -0.1172
O: -0.6739 -1.5177 0.7068
C: 1.7061 -1.2811 0.1866
C: 2.3066 0.0751 0.6168
C: 1.6972 0.7186 1.8576
C: 2.0211 -0.0017 3.1910
C: 2.2392 2.1218 1.9530
N: 1.9673 -2.2406 1.2511
C: 3.1047 -2.9417 1.3316
C: 3.3654 -3.7566 2.6216
O: 3.9895 -2.9856 0.4418
C: -1.6480 1.1041 -0.3654
O: -0.8317 1.9506 -0.0621
N: -2.8486 1.0242 0.2637
C: -3.2961 1.8262 1.3756
H: -3.6900 -1.1708 -2.5922
H: -3.4514 -0.8089 -4.3793
H: -4.8755 -0.1858 -3.5444
H: -3.4608 1.4431 -2.3802
H: -3.1175 1.4223 -4.0390
H: -1.1859 -0.1741 -3.6008
H: 0.4142 1.5601 -3.0766
H: -0.7536 2.0849 -4.3156
H: -0.8572 2.6788 -2.6510
H: -2.0427 -0.7444 -1.3130
H: 0.6652 -0.2657 -1.8592
H: 2.1802 -1.5488 -0.7402
H: 2.1392 0.7669 -0.2092
H: 3.3732 -0.0445 0.8144
H: 0.5796 0.7877 1.7928
H: 1.3849 -0.9114 3.2842
H: 1.7817 0.6096 4.0552
H: 3.0554 -0.3094 3.2659
H: 1.6666 2.6676 2.6936
H: 2.1265 2.6517 0.9970
H: 3.2992 2.1528 2.2337
H: 1.2558 -2.3693 1.9387
H: 2.8825 -4.7141 2.5060
H: 4.4505 -3.9015 2.7461
H: 2.9106 -3.2518 3.5191
H: -3.3928 0.2216 -0.0078
H: -3.8211 2.6985 1.0146
H: -4.0083 1.2752 2.0484
H: -2.4386 2.1745 1.9623

***

Number 1 is which compound? C27H47AlNO8Sb